# 1
# C46H104N3O17P4

A 5-piece molecular cluster, C46H104N3O17P4 overall at a distorted geometry (wB97M-V/def2-TZVPD, the OMol25 dataset).

Last column: Mulliken charge in e.
Positions of all 174 atoms, in Å:
C -1.44 -4.28 5.96  -1.505
C -2.05 -3.67 4.93  -0.183
N -1.63 -2.36 4.44  1.686
C -2.52 -1.19 4.76  0.701
C -3.25 -1.25 6.11  -0.910
C -4.76 -1.46 5.97  0.277
C -5.69 -0.39 6.52  -1.311
N -5.30 -2.49 5.45  -0.526
C -1.71 0.10 4.62  -2.512
C -0.52 0.03 3.62  -0.594
C 0.89 -0.29 4.24  -0.212
C 1.64 -1.51 3.66  -1.575
C 0.92 -0.42 5.78  -0.431
C 2.34 -0.39 6.38  -0.798
C 3.08 0.92 6.13  -1.212
C -0.96 -0.91 2.46  0.842
C -2.07 -0.20 1.65  -1.687
C -1.58 1.05 0.91  -0.209
O -2.73 1.46 0.15  -0.558
C -0.41 0.75 -0.06  -0.689
N 0.83 1.46 0.33  -0.543
C -1.32 -2.34 2.95  -1.280
C -2.30 -3.10 2.06  -1.286
C -1.62 -3.32 0.69  -0.731
C -0.57 -4.44 0.72  -0.441
C -0.74 -5.47 -0.40  -1.548
H -1.18 -5.33 5.82  0.313
H -1.26 -3.82 6.93  0.268
H -2.88 -4.18 4.46  0.721
H -0.73 -2.20 4.90  -0.108
H -3.29 -1.17 3.98  0.534
H -3.15 -0.26 6.55  0.538
H -2.81 -1.93 6.84  0.120
H -5.12 0.38 7.03  0.391
H -6.42 -0.88 7.17  0.374
H -6.24 0.00 5.66  0.279
H -4.57 -3.13 5.13  0.252
H -2.42 0.80 4.17  0.432
H -1.47 0.54 5.59  0.703
H -0.46 1.04 3.22  1.151
H 1.54 0.56 4.03  0.519
H 1.69 -1.53 2.58  0.338
H 2.67 -1.54 4.01  0.601
H 1.19 -2.42 4.08  0.255
H 0.41 0.41 6.27  0.359
H 0.46 -1.35 6.15  -0.083
H 2.19 -0.49 7.45  0.440
H 2.92 -1.27 6.09  0.447
H 2.39 1.75 6.33  0.292
H 3.41 1.03 5.09  0.274
H 3.93 1.02 6.80  0.424
H -0.14 -1.07 1.75  1.631
H -2.94 0.08 2.25  0.343
H -2.47 -0.81 0.85  0.340
H -1.35 1.87 1.59  0.579
H -2.65 2.39 -0.05  0.443
H -0.70 1.15 -1.03  0.527
H -0.20 -0.31 -0.14  0.102
H 0.90 1.51 1.34  0.144
H 0.77 2.43 0.04  0.296
H -0.39 -2.91 2.87  0.401
H -2.54 -4.10 2.40  0.672
H -3.24 -2.56 1.92  0.290
H -2.44 -3.67 0.04  0.558
H -1.27 -2.39 0.24  0.293
H -0.64 -4.96 1.68  0.249
H 0.43 -4.00 0.70  0.352
H 0.17 -6.07 -0.43  0.426
H -1.58 -6.13 -0.17  0.354
H -0.87 -4.93 -1.34  0.371
O 5.68 2.88 -3.59  -0.744
P 5.53 3.67 -2.35  0.955
O 5.92 2.67 -1.12  -0.316
C 7.28 2.24 -1.00  -0.325
C 8.23 3.37 -0.66  -0.925
O 3.91 3.75 -2.16  -0.311
C 3.04 3.23 -3.16  -0.443
C 2.78 1.75 -2.97  -0.564
O 5.72 5.07 -1.52  -0.307
C 6.39 6.17 -2.17  -0.096
C 5.82 6.49 -3.54  -1.139
H 7.59 1.74 -1.92  0.286
H 7.29 1.50 -0.20  0.312
H 8.38 4.02 -1.53  0.167
H 9.21 2.98 -0.38  0.424
H 7.84 3.99 0.15  0.265
H 3.43 3.44 -4.15  0.327
H 2.10 3.78 -3.08  0.411
H 3.69 1.18 -2.75  0.272
H 2.33 1.33 -3.87  0.358
H 2.10 1.58 -2.14  -0.101
H 7.46 5.96 -2.25  0.196
H 6.28 7.03 -1.51  0.292
H 5.88 5.63 -4.21  0.379
H 6.37 7.31 -4.00  0.350
H 4.77 6.78 -3.47  0.288
O 9.20 9.37 -3.75  -0.671
P 10.16 10.48 -3.96  1.066
O 9.99 10.96 -5.51  -0.395
C 8.77 11.60 -5.90  -0.274
C 8.58 12.95 -5.24  -0.933
O 11.59 9.71 -4.07  -0.381
C 11.68 8.31 -3.86  -0.255
C 11.39 7.52 -5.12  -1.021
O 10.90 11.84 -3.42  -0.336
C 10.52 12.38 -2.14  -0.185
C 10.53 11.36 -1.03  -1.110
H 7.92 10.94 -5.68  0.223
H 8.82 11.72 -6.98  0.334
H 8.32 12.84 -4.18  0.167
H 7.76 13.50 -5.71  0.424
H 9.49 13.55 -5.30  0.264
H 11.03 8.00 -3.04  0.256
H 12.70 8.10 -3.52  0.356
H 10.52 7.90 -5.65  0.279
H 11.22 6.46 -4.88  0.330
H 12.23 7.58 -5.81  0.301
H 9.53 12.84 -2.22  0.241
H 11.23 13.18 -1.92  0.321
H 9.85 10.52 -1.24  0.324
H 10.21 11.81 -0.09  0.400
H 11.53 10.94 -0.89  0.279
O -1.41 -7.18 -4.88  -0.768
P -2.51 -8.18 -4.88  1.109
O -3.21 -8.08 -3.42  -0.404
C -3.93 -6.90 -3.08  -0.183
C -5.18 -6.71 -3.92  -1.096
O -1.72 -9.59 -4.75  -0.342
C -0.29 -9.64 -4.77  -0.320
C 0.31 -9.40 -3.40  -0.777
O -3.75 -8.92 -5.64  -0.305
C -4.12 -8.49 -6.97  -0.193
C -2.95 -8.42 -7.92  -1.147
H -3.27 -6.03 -3.17  0.209
H -4.21 -7.00 -2.03  0.320
H -4.92 -6.41 -4.94  0.196
H -5.81 -5.92 -3.50  0.431
H -5.76 -7.63 -3.97  0.293
H 0.10 -8.93 -5.49  0.303
H -0.01 -10.63 -5.13  0.357
H -0.17 -8.57 -2.87  0.076
H 1.38 -9.19 -3.48  0.337
H 0.18 -10.28 -2.77  0.296
H -4.62 -7.52 -6.91  0.244
H -4.86 -9.20 -7.33  0.317
H -2.17 -7.74 -7.56  0.367
H -3.28 -8.06 -8.90  0.400
H -2.49 -9.40 -8.05  0.282
O -10.17 -3.59 0.57  -0.747
P -10.35 -2.85 1.83  1.024
O -9.91 -3.86 3.03  -0.372
C -8.54 -4.24 3.14  -0.576
C -7.63 -3.08 3.51  -0.441
O -11.96 -2.83 2.03  -0.351
C -12.83 -3.36 1.02  -0.295
C -13.03 -4.86 1.17  -1.003
O -10.22 -1.46 2.70  -0.283
C -9.61 -0.31 2.09  -0.118
C -10.20 0.03 0.74  -1.169
H -8.22 -4.70 2.20  0.275
H -8.50 -5.00 3.91  0.363
H -7.51 -2.41 2.65  0.100
H -6.65 -3.44 3.78  0.185
H -8.04 -2.51 4.34  0.282
H -12.45 -3.11 0.03  0.300
H -13.79 -2.85 1.12  0.359
H -12.10 -5.38 1.37  0.283
H -13.47 -5.28 0.26  0.335
H -13.69 -5.07 2.00  0.286
H -8.53 -0.47 2.00  0.196
H -9.75 0.52 2.78  0.322
H -10.11 -0.81 0.03  0.369
H -9.69 0.89 0.30  0.398
H -11.26 0.26 0.83  0.286

Summary:
Energy ... -4623.76377 a.u.
Gap between HOMO and LUMO ... 7.74 eV
Total charge ... +1
Multiplicity ... 1

***

# 2
# C10H21AgAs2F15O7V

C10H21AgAs2F15O7V as an isolated structure at a distorted geometry (wB97M-V/def2-TZVPD, the OMol25 dataset).

Last column: Mulliken spin population.
Positions of all 57 atoms, in Å:
O -0.13 2.81 -1.05  -0.332
V -0.39 1.36 -0.40  1.262
Ag 1.18 -1.86 -1.16  0.074
As 1.70 -2.17 -5.04  0.000
F 3.30 -2.90 -4.72  0.000
F 2.43 -0.53 -5.14  0.000
F 0.08 -1.44 -5.36  0.000
F 0.85 -3.75 -5.01  0.000
F 1.41 -2.07 -3.26  0.004
F 1.96 -2.44 -6.76  0.000
As 3.31 0.91 1.05  0.002
F 4.87 0.04 1.43  0.000
F 2.38 0.44 2.45  0.000
F 1.85 1.75 0.39  0.003
F 4.11 1.51 -0.42  0.000
F 2.71 -0.51 0.12  0.005
F 3.86 2.38 1.97  0.000
O 0.71 0.20 -1.84  0.311
H 1.30 0.26 -2.62  -0.011
C -0.26 -1.57 1.66  -0.049
O 0.91 -2.31 1.40  -0.005
O -0.39 -0.69 0.58  0.548
C -1.52 -2.37 2.18  0.058
F -1.87 -3.38 1.37  0.007
F -1.19 -2.97 3.29  0.004
F -2.56 -1.68 2.51  0.004
C 1.54 -2.93 2.54  0.008
C 2.82 -3.40 1.94  0.001
H 3.54 -2.65 1.62  0.000
H 3.37 -4.06 2.62  0.000
H 2.66 -4.04 1.07  0.000
H 1.05 -3.85 2.85  0.001
H 1.63 -2.23 3.37  -0.002
H -0.04 -1.04 2.59  0.061
C -2.11 0.93 -3.41  0.008
O -2.14 1.19 -2.06  0.013
C -3.40 1.67 -1.62  0.000
C -3.62 1.07 -0.18  -0.003
O -2.47 1.57 0.40  0.009
C -2.71 2.20 1.70  0.007
C -1.42 2.13 2.56  -0.001
O -0.39 2.46 1.66  0.019
C 0.39 3.55 2.21  0.004
H -1.12 0.56 -3.68  -0.008
H -2.40 1.87 -3.89  0.001
H -2.94 0.27 -3.69  0.000
H -4.25 1.43 -2.26  0.000
H -3.40 2.76 -1.58  0.000
H -3.44 -0.01 -0.13  -0.001
H -4.55 1.42 0.28  0.000
H -3.47 1.68 2.29  0.001
H -2.91 3.27 1.66  -0.001
H -1.14 1.14 2.93  -0.004
H -1.48 2.65 3.51  0.001
H 1.09 3.91 1.45  -0.002
H 0.94 3.15 3.06  0.001
H -0.26 4.32 2.61  0.002

Summary:
Energy ... -7980.84990 a.u.
Gap between HOMO and LUMO (alpha / beta) ... 8.74 / 4.74 eV
Total charge ... 0
Multiplicity ... 3

***

# 3
# C3H5NO4

C3H5NO4 as an isolated structure at a distorted geometry (wB97M-V/def2-TZVPD, the OMol25 dataset).

Last column: Mulliken charge in e.
Positions of all 13 atoms, in Å:
C 0.15 -0.86 -0.47  -0.610
C -0.36 0.07 -1.67  0.603
C 0.79 0.74 1.13  0.168
H -0.80 -0.52 2.88  0.399
H -0.60 -1.75 -0.47  0.306
H 1.22 -1.27 -0.60  0.307
H -1.29 1.75 -1.96  0.392
H 1.50 1.20 0.26  0.215
N -0.10 -0.18 0.79  0.322
O -0.55 -1.09 1.80  -0.549
O -1.00 1.08 -1.18  -0.402
O -0.11 -0.22 -2.84  -0.572
O 1.16 1.04 2.32  -0.578

Summary:
Relative energy (zero: lowest compared OMol25 entry of this formula, charge and spin) ... 4.4479 eV
Energy ... -472.90598 a.u.
Gap between HOMO and LUMO ... 9.79 eV
Total charge ... 0
Multiplicity ... 1

***

# 4
# C5H7NO

C5H7NO in the gas phase at a distorted geometry (wB97M-V/def2-TZVPD, the OMol25 dataset).

Last column: Mulliken charge in e.
Positions of all 14 atoms, in Å:
O 1.88 0.01 2.61  -0.517
C 1.97 0.68 1.37  -0.649
C 0.77 0.50 0.55  0.894
C -0.26 0.31 -0.03  -0.261
C -1.45 0.09 -0.77  -0.537
C -1.32 -0.72 -2.10  -0.528
N -2.07 -1.21 -0.97  -0.572
H 1.08 0.33 3.05  0.319
H 2.16 1.75 1.49  0.279
H 2.83 0.24 0.85  0.285
H -2.21 0.87 -0.73  0.358
H -0.39 -1.24 -2.33  0.270
H -1.55 0.24 -2.52  0.354
H -1.44 -1.85 -0.48  0.305

Summary:
SMILES ... OCC#C[C@H]1CN1
Relative energy (zero: lowest compared OMol25 entry of this formula, charge and spin) ... 4.8596 eV
Energy ... -324.54588 a.u.
Gap between HOMO and LUMO ... 9.29 eV
Total charge ... 0
Multiplicity ... 1